1.
Density functional theory data (ωB97M-V with the def2-TZVPD basis set) for a single C4H12NP molecule.

ΔE to the lowest compared entry with this formula, charge and spin in eV: 2.596
Gap between HOMO and LUMO in Eh: 0.351

Element x y z (Å)
C1 -1.24880 0.15076 -1.25544
C2 -0.38506 -0.02783 -0.00447
C3 -1.13183 -0.72088 1.08488
C4 0.05097 1.41944 0.58589
N1 0.86700 -0.84411 -0.18427
P1 2.62666 -0.06652 -0.61195
H1 -0.99052 1.16993 -1.76125
H2 -0.82732 -0.68389 -1.97870
H3 -2.34461 0.02455 -1.11418
H4 -0.36957 -0.91944 1.81705
H5 -1.45985 -1.67123 0.59636
H6 -2.06037 -0.13969 1.57726
H7 0.69406 1.23345 1.48944
H8 0.51658 2.00557 -0.11127
H9 -0.92187 1.81653 0.92955
H10 0.78261 -1.24876 -1.12372
H11 3.14074 -0.19190 0.86128
H12 3.06119 -1.30599 -0.79646

2.
Density functional theory data (ωB97M-V with the def2-TZVPD basis set) for a single C10H18BNO molecule.

ΔE to the lowest compared entry with this formula, charge and spin in eV: 0.000
Gap between HOMO and LUMO in Eh: 0.320

Element x y z (Å)
C1 -2.43987 1.16418 3.54645
C2 -2.48645 1.18368 2.01270
C3 -1.68080 2.36503 1.47984
C4 -2.02632 -0.14770 1.49456
C5 -0.95127 -0.38196 0.74678
C6 -0.53397 -1.69058 0.31518
C7 0.34523 -1.92192 -0.66959
N1 0.92252 -0.96328 -1.48913
B1 0.41525 0.33008 -1.64084
O1 0.06369 1.44446 -1.90902
C8 2.12900 -1.32593 -2.23713
C9 3.30131 -0.44797 -1.80071
C10 1.89357 -1.21165 -3.74461
H1 -2.83355 2.09228 3.95108
H2 -1.41359 1.04881 3.88356
H3 -3.02560 0.33943 3.94286
H4 -3.53538 1.31339 1.70984
H5 -2.10838 3.29802 1.84225
H6 -1.68540 2.38267 0.39261
H7 -0.64958 2.30897 1.82343
H8 -2.64390 -0.98341 1.80383
H9 -0.32779 0.43883 0.42685
H10 -0.96040 -2.54308 0.82297
H11 0.64561 -2.93772 -0.89420
H12 2.35914 -2.36980 -1.99205
H13 3.09300 0.59304 -2.03797
H14 3.46361 -0.53320 -0.72670
H15 4.21010 -0.75158 -2.31784
H16 1.05897 -1.84156 -4.05281
H17 2.78635 -1.52502 -4.28437
H18 1.66326 -0.17987 -4.00890

3.
Density functional theory data (ωB97M-V with the def2-TZVPD basis set) for 2 unconnected molecules or ions with the total composition C6H16.

ΔE to the lowest compared entry with this formula, charge and spin in eV: 0.636
Gap between HOMO and LUMO in Eh: 0.441

Element x y z (Å)
C1 0.17545 0.70676 -1.62025
C2 1.04228 1.34731 -0.50904
C3 0.23490 2.21229 0.44155
C4 1.88337 0.35135 0.28238
H1 -0.05693 -0.35559 -1.62186
H2 0.52779 1.01062 -2.60845
H3 -0.79119 1.21758 -1.56625
H4 1.70225 2.00329 -1.07675
H5 -0.31323 3.01998 -0.04601
H6 -0.55304 1.64356 0.95150
H7 0.87481 2.60587 1.23015
H8 1.31889 -0.58202 0.46548
H9 2.72894 -0.12612 -0.21917
H10 2.10631 0.75231 1.26895
C5 -1.60598 -1.34620 1.02283
C6 -1.08416 -2.53352 0.21653
H11 -2.61180 -1.64065 1.30197
H12 -0.98634 -1.10932 1.88253
H13 -1.62495 -0.44925 0.40879
H14 -1.07877 -3.48677 0.74436
H15 -0.13150 -2.50769 -0.32610
H16 -1.75709 -2.73379 -0.62313

4.
Density functional theory data (ωB97M-V with the def2-TZVPD basis set) for 9 unconnected molecules or ions with the total composition C28H48BBr16INO6S.

Total charge: +1
Gap between HOMO and LUMO in Eh: 0.222

Element x y z (Å)
C1 1.54863 1.55664 2.44504
C2 -0.02563 1.71467 1.90901
C3 -0.67539 0.25469 1.52811
C4 -0.53883 0.03424 -0.12364
C5 -2.27062 0.10092 1.87636
C6 -2.70932 -1.23491 2.77669
C7 -1.64937 -2.36451 3.33450
O1 -0.64331 -1.94369 4.12389
O2 -1.73138 -3.81999 3.08440
S1 -1.39257 -4.07574 1.43331
C8 -4.31553 -1.50618 3.14469
C9 -5.39214 -0.38023 2.56224
C10 -6.98729 -0.63583 2.85941
C11 -7.83905 -0.64860 1.42021
O3 -9.19294 -0.50635 1.37616
I1 -6.88062 -0.94559 -0.55711
N1 -4.94009 0.86297 1.77203
C12 -3.46866 1.13679 1.42208
O4 -3.14589 2.33090 0.62571
B1 -3.56995 3.58087 1.28805
O5 -4.48263 4.52605 0.55958
O6 -3.15580 4.00686 2.66199
H1 2.30346 1.67945 1.54940
H2 1.75230 0.46870 2.88682
H3 1.78328 2.29898 3.34880
H4 -0.68125 2.36258 2.63188
H5 0.06224 2.31536 0.88857
H6 0.01816 -0.56264 2.00595
H7 0.57728 -0.09241 -0.46929
H8 -1.07821 0.97429 -0.60532
H9 -1.22239 -0.90040 -0.38167
H10 -2.49164 -3.52442 0.73726
H11 -4.64998 -2.45544 3.78639
H12 -7.12036 -1.71674 3.30182
H13 -7.48964 0.14311 3.57371
H14 -5.73580 1.49859 1.47060
H15 -5.39767 4.08703 0.43932
H16 -4.02294 4.14609 3.18352
Br1 2.61092 -1.07760 7.49640
C13 2.97118 -1.38112 5.60382
C14 4.14069 -0.55049 5.12968
Br2 3.62382 1.31199 4.86850
H17 2.04290 -1.17201 5.06450
H18 3.19905 -2.44806 5.52568
H19 4.48275 -0.89057 4.14812
H20 4.98514 -0.55301 5.82440
Br3 3.50541 -1.29611 0.75821
C15 3.89752 -2.48537 -0.73701
C16 3.37545 -1.91985 -2.03705
Br4 1.44485 -2.15498 -2.18430
H21 3.47428 -3.46253 -0.48734
H22 4.98838 -2.56214 -0.76027
H23 3.79346 -2.46273 -2.88949
H24 3.57712 -0.85194 -2.15817
Br5 -2.59944 2.12404 6.30318
C17 -2.62626 0.49211 7.37082
C18 -3.34710 -0.62206 6.64867
Br6 -5.28081 -0.38014 6.72896
H25 -3.07661 0.74808 8.33413
H26 -1.57404 0.23536 7.52352
H27 -3.16058 -1.58261 7.13720
H28 -3.07870 -0.69933 5.59143
Br7 8.20056 -0.56628 2.73221
C19 8.17374 -2.19821 3.79985
C20 7.45290 -3.31238 3.07770
Br8 5.51919 -3.07046 3.15799
H29 7.72339 -1.94224 4.76316
H30 9.22596 -2.45497 3.95255
H31 7.63942 -4.27293 3.56623
H32 7.72130 -3.38965 2.02047
Br9 -4.93162 4.39878 -3.17797
C21 -4.22506 6.21574 -3.23461
C22 -4.67541 7.01529 -2.03445
Br10 -6.52991 7.58898 -2.22399
H33 -4.53781 6.65041 -4.18832
H34 -3.13765 6.09772 -3.23345
H35 -4.09915 7.94090 -1.94912
H36 -4.60694 6.46220 -1.09362
Br11 2.54597 -2.60170 -5.70219
C23 4.33175 -2.58366 -6.48605
C24 5.21165 -3.64407 -5.86654
Br12 5.83702 -3.09943 -4.10118
H37 4.72322 -1.56951 -6.36542
H38 4.17685 -2.78432 -7.55008
H39 6.12033 -3.78565 -6.45848
H40 4.70966 -4.60779 -5.74407
Br13 -1.26547 8.06672 -5.40902
C25 -0.07105 6.59562 -5.87056
C26 -0.61280 5.27525 -5.37497
Br14 -0.33420 5.07393 -3.45506
H41 0.91272 6.84259 -5.46130
H42 -0.01790 6.60506 -6.96304
H43 -0.07118 4.44089 -5.82952
H44 -1.68367 5.14938 -5.55706
Br15 3.82817 -4.65978 -10.08163
C27 2.04842 -5.41377 -9.82131
C28 1.66744 -5.42432 -8.35938
Br16 2.56414 -6.87087 -7.40670
H45 2.05337 -6.40850 -10.27607
H46 1.37822 -4.76262 -10.38984
H47 0.59902 -5.62547 -8.24051
H48 1.91767 -4.49588 -7.83868

5.
Density functional theory data (ωB97M-V with the def2-TZVPD basis set) for a molecular structure, C20H22N2O4S.

ΔE to the lowest compared entry with this formula, charge and spin in eV: 19.743
Gap between HOMO and LUMO in Eh: 0.299

Element x y z (Å)
C1 0.35955 -2.19420 2.21813
C2 1.38332 -1.12124 1.84825
O1 0.69081 0.01805 1.73587
C3 0.47010 0.95764 2.82014
C4 0.81808 0.69185 4.08716
C5 0.27407 1.62134 5.21257
C6 -0.34895 2.94594 4.90875
C7 -0.30494 3.07037 3.63575
C8 0.01162 2.22585 2.63682
N1 -0.26393 2.59090 1.17899
S1 0.83108 2.21440 0.21550
O2 2.29669 2.18550 0.75182
O3 0.79709 3.45629 -1.02575
C9 0.36154 0.71727 -0.69503
C10 1.55860 -0.02846 -1.25425
C11 1.02217 -1.09150 -1.87297
C12 -0.23601 -1.40302 -2.10728
C13 -1.30436 -0.62721 -1.47732
C14 -0.90798 0.30292 -0.84791
H1 -1.78089 1.14723 -0.37051
C15 -2.45659 -1.38164 -1.75731
C16 -3.62148 -0.49433 -2.54155
H2 -3.91850 0.25872 -2.06969
H3 -4.47924 -1.09283 -2.93782
H4 -2.74243 -0.40144 -3.44641
H5 -3.11038 -1.74143 -0.94251
C17 -2.05596 -2.53283 -2.64855
O4 -2.83039 -3.67720 -2.91383
N2 -0.82223 -2.53735 -2.53859
C18 0.08026 -3.59352 -3.21795
C19 1.42055 -3.02347 -3.60240
H6 2.21713 -3.66375 -4.06986
H7 1.09506 -2.26169 -4.45698
C20 2.15674 -2.04762 -2.59603
H8 2.97788 -1.53140 -2.93795
H9 2.36599 -3.01224 -1.68825
H10 -0.23409 -4.19568 -3.98827
H11 0.14767 -4.30980 -2.41132
H12 2.42719 0.30954 -1.10705
H13 -0.77592 3.51045 1.26933
H14 -0.96853 4.14055 3.23528
H15 -0.73276 3.53881 5.85634
H16 0.44031 1.31418 6.30230
H17 1.05454 -0.19780 4.42319
H18 2.23457 -0.94945 2.87787
H19 1.91129 -1.25247 0.85612
H20 0.98206 -3.07550 2.20644
H21 -0.11325 -1.98364 2.99211
H22 -0.20363 -2.39338 1.49212

6.
Density functional theory data (ωB97M-V with the def2-TZVPD basis set) for 2 unconnected molecules or ions with the total composition C32H36O4.

Gap between HOMO and LUMO in Eh: 0.136

Element x y z (Å)
C1 -1.54819 -3.88912 3.71876
C2 -0.47736 -2.93982 3.22684
C3 -0.80190 -2.46234 1.82259
C4 0.30354 -1.54559 1.29282
C5 0.49473 -0.29316 2.01383
C6 1.79745 0.10290 2.54064
O1 2.03911 0.90687 3.42562
O2 2.80923 -0.56563 1.90913
C7 4.05107 -0.26126 2.56321
C8 5.20137 -0.87105 1.80321
C9 -0.62264 0.46654 2.55458
O3 -0.63945 1.13917 3.57078
O4 -1.74389 0.34463 1.78793
C10 -2.78030 1.13613 2.37309
C11 -4.04105 0.99826 1.56842
H1 -1.27111 -4.29935 4.68781
H2 -2.49428 -3.35254 3.81585
H3 -1.68644 -4.71543 3.01701
H4 -0.38243 -2.05830 3.87379
H5 0.50807 -3.42084 3.21625
H6 -0.89746 -3.30998 1.12959
H7 -1.75385 -1.91295 1.79743
H8 1.25186 -2.10074 1.26515
H9 0.05473 -1.26179 0.26893
H10 4.16406 0.82985 2.62153
H11 4.01583 -0.65809 3.59059
H12 6.12355 -0.53786 2.28734
H13 5.17271 -1.96655 1.83785
H14 5.22223 -0.53572 0.75940
H15 -2.94499 0.80556 3.40807
H16 -2.43910 2.17874 2.39718
H17 -4.79182 1.66165 2.01167
H18 -3.89201 1.30733 0.52593
H19 -4.43221 -0.02818 1.59466
C12 -0.69733 5.75336 -2.71794
C13 -1.63063 4.75370 -3.02482
C14 -1.30796 3.40876 -2.83717
C15 -0.02563 3.03774 -2.37290
C16 0.31284 1.64249 -2.09736
C17 -0.69458 0.77316 -1.63925
C18 -0.58527 -0.60079 -1.52984
C19 -1.69480 -1.52983 -1.38177
C20 -1.44717 -2.92519 -1.43570
C21 -2.46409 -3.84780 -1.24252
C22 -3.76071 -3.41505 -0.96107
C23 -4.04233 -2.04078 -0.95446
C24 -3.02596 -1.10396 -1.18248
C25 1.68388 1.19892 -2.37704
C26 2.36208 0.25720 -1.57748
C27 3.58757 -0.28112 -1.96815
C28 4.25034 0.22500 -3.09720
C29 3.64181 1.23789 -3.85382
C30 2.37718 1.70452 -3.51094
C31 0.93053 4.05824 -2.14920
C32 0.58711 5.40024 -2.28551
H20 -0.96820 6.80678 -2.82254
H21 -2.62467 5.01965 -3.38694
H22 -2.03805 2.62883 -3.06134
H23 -1.65956 1.23762 -1.40563
H24 0.39142 -1.06896 -1.72181
H25 -0.42548 -3.26208 -1.62533
H26 -2.23910 -4.91660 -1.28601
H27 -4.55541 -4.13775 -0.76219
H28 -5.05406 -1.69315 -0.75262
H29 -3.25511 -0.03819 -1.18232
H30 1.91547 -0.03270 -0.62009
H31 4.03319 -1.09330 -1.38444
H32 5.23376 -0.15301 -3.37903
H33 4.16228 1.67936 -4.70572
H34 1.90019 2.47305 -4.12208
H35 1.93573 3.78307 -1.82421
H36 1.32164 6.16935 -2.03861

Question: Which formula does entry 4 have?
Answer: C28H48BBr16INO6S

Question: Which of these has the highest gap between HOMO and LUMO?
Answer: C6H16